This record from the Open Molecules 2025 dataset describes a 6-piece molecular cluster, C31H33NO19 overall at a distorted geometry. The level of theory is the ωB97M-V functional and the def2-TZVPD basis.

Output
Highest occupied orbital energy (spin up / spin down) = -2.866 / -4.792 eV
Spin multiplicity = 2
Net charge = -1
Maximum force = 4.480 eV Å⁻¹
Frontier orbital gap (spin up / spin down) = 2.879 / 4.805 eV
⟨S²⟩ = 0.77
E_tot = -73069.571 eV

Structure (XYZ):
```
84
Properties=species:S:1:pos:R:3:forces:R:3
C -4.167 -2.809 -0.625 -0.015 -1.980 -1.823
O -3.649 -2.072 0.387 -1.570 2.042 1.788
C -4.482 -0.891 0.541 0.147 0.677 2.096
C -4.443 -0.398 2.036 1.383 -1.763 0.113
O -4.712 -1.610 2.832 0.512 1.394 1.255
C -4.640 -1.336 4.271 -1.440 -0.311 -1.049
H -5.173 -3.196 -0.461 -0.502 0.522 0.245
H -3.615 -3.743 -0.727 0.568 0.133 -0.046
H -4.110 -2.275 -1.574 -0.157 0.015 -0.265
H -5.565 -1.007 0.481 -0.030 -1.111 -1.005
H -4.151 -0.152 -0.189 0.015 0.238 0.176
H -5.128 0.385 2.361 -0.423 0.059 -0.695
H -3.443 -0.019 2.246 0.256 -0.150 0.291
H -3.762 -0.788 4.611 0.167 -0.213 -0.256
H -4.851 -2.232 4.855 1.044 -0.668 -0.498
H -5.548 -0.834 4.606 -0.091 1.113 -0.379
C 7.117 1.791 -1.182 -2.815 0.850 1.779
O 5.944 1.904 -0.723 3.374 -0.621 -1.309
N 8.190 2.432 -0.646 1.483 0.636 -0.099
C 9.512 2.502 -1.364 -0.757 -1.090 0.940
C 8.175 3.058 0.690 -0.678 -0.036 -0.290
H 7.387 1.145 -2.032 -0.238 0.198 -0.099
H 9.416 2.267 -2.424 -0.220 0.332 0.070
H 10.170 1.741 -0.946 0.099 -0.211 0.068
H 10.052 3.432 -1.187 -0.583 0.291 -0.206
H 9.088 2.838 1.244 0.098 -0.182 -0.218
H 8.055 4.141 0.661 0.162 0.139 -0.348
H 7.324 2.717 1.278 0.016 -0.339 -0.277
C -0.752 1.332 4.174 -0.542 -0.075 0.773
C -0.056 1.148 5.330 1.674 -1.224 -0.122
C -0.031 2.060 6.500 -0.584 1.659 1.519
O 0.579 1.922 7.597 -1.418 -0.190 -3.652
C -0.923 3.200 6.229 -1.306 1.240 0.421
C -1.755 3.390 5.169 -0.362 0.763 -1.063
C -1.707 2.462 3.948 0.872 -1.246 0.636
O -2.367 2.582 2.926 0.400 0.498 1.415
O -2.608 4.479 5.023 1.477 -1.272 1.291
O 0.790 0.107 5.524 -0.760 -0.262 -1.227
H -0.792 0.547 3.433 0.436 -0.071 -0.246
H -1.041 3.915 7.030 0.167 0.143 0.179
H -3.203 4.314 4.288 0.011 -0.271 -0.552
H 1.369 0.283 6.270 -0.052 0.196 0.492
C -0.738 2.608 -3.812 -2.067 0.307 1.169
C -2.031 2.807 -3.410 1.318 -0.455 -1.064
C -2.323 2.900 -1.939 -2.790 -0.425 1.751
O -3.487 3.101 -1.489 2.280 -0.105 -1.852
C -1.275 2.620 -0.967 1.964 0.110 -0.650
C 0.040 2.490 -1.340 -1.402 0.756 -1.754
C 0.396 2.505 -2.847 -2.243 -0.378 -1.237
O 1.487 2.374 -3.339 1.111 0.104 1.301
O 1.078 2.499 -0.558 0.121 -0.098 1.289
O -3.016 2.762 -4.374 0.952 0.222 0.837
H -0.570 2.455 -4.868 0.393 0.043 0.026
H -1.555 2.616 0.076 -0.089 0.044 0.019
H 1.867 2.358 -1.087 0.647 -0.284 -0.319
H -3.816 3.222 -4.107 -0.165 -0.029 0.607
C 1.097 -1.142 1.441 -0.669 1.038 -1.135
C -0.138 -1.249 0.780 1.834 -0.652 0.041
C -0.243 -1.061 -0.687 1.910 0.804 1.022
O -1.369 -0.999 -1.273 0.387 -0.658 -0.438
C 1.105 -0.839 -1.291 -1.505 0.020 -1.076
C 2.231 -0.507 -0.630 0.510 -0.130 0.659
C 2.280 -0.560 0.797 -2.822 -1.515 0.392
O 3.311 -0.281 1.381 2.221 0.724 1.375
O 3.427 -0.220 -1.206 -0.735 -0.068 -1.661
O -1.197 -1.734 1.473 0.459 0.506 0.309
H 1.222 -1.376 2.488 -0.308 -0.002 0.172
H 1.252 -0.894 -2.359 -0.551 0.164 -0.451
H 4.056 0.084 -0.547 0.025 0.022 0.829
H -1.948 -1.776 0.875 -0.702 -0.168 -0.475
C -2.097 -5.431 -5.113 2.544 -2.104 -0.430
C -0.810 -5.770 -4.720 -1.699 -0.788 0.258
C -0.087 -5.026 -3.588 -0.562 2.198 -0.753
O 0.954 -5.255 -3.015 -0.052 -1.721 -0.653
C -0.698 -3.710 -3.446 1.118 -0.755 0.153
C -1.835 -3.374 -4.016 -0.707 4.229 1.298
C -2.755 -4.229 -4.734 -1.283 -0.134 -0.817
O -3.905 -3.940 -5.051 1.101 -0.136 0.462
O -2.198 -2.055 -3.918 -0.903 -1.418 -0.935
O -0.249 -6.872 -5.257 -0.245 0.166 0.001
H -2.556 -6.063 -5.859 -0.147 -0.115 0.031
H -0.065 -2.911 -3.087 0.016 -0.127 0.597
H -1.856 -1.721 -3.086 0.536 0.801 1.010
H 0.521 -7.138 -4.750 0.381 0.153 0.271
```
Forces are in eV/Å.

List of Löwdin charges in e, atom by atom:
1 C -0.152
2 O -0.200
3 C -0.134
4 C -0.153
5 O -0.194
6 C -0.093
7 H 0.090
8 H 0.096
9 H 0.094
10 H 0.117
11 H 0.129
12 H 0.117
13 H 0.094
14 H 0.080
15 H 0.076
16 H 0.068
17 C -0.292
18 O -0.016
19 N -0.180
20 C -0.049
21 C -0.050
22 H 0.134
23 H 0.078
24 H 0.075
25 H 0.079
26 H 0.081
27 H 0.083
28 H 0.087
29 C 0.102
30 C -0.218
31 C -0.285
32 O 0.075
33 C 0.056
34 C -0.173
35 C -0.291
36 O 0.106
37 O 0.071
38 O 0.096
39 H 0.123
40 H 0.124
41 H 0.099
42 H 0.104
43 C 0.079
44 C -0.199
45 C -0.299
46 O 0.035
47 C 0.068
48 C -0.226
49 C -0.295
50 O 0.119
51 O 0.141
52 O 0.066
53 H 0.125
54 H 0.120
55 H 0.117
56 H 0.105
57 C 0.054
58 C -0.245
59 C -0.343
60 O -0.058
61 C 0.026
62 C -0.310
63 C -0.442
64 O 0.011
65 O 0.052
66 O 0.044
67 H 0.102
68 H 0.109
69 H 0.069
70 H 0.046
71 C 0.060
72 C -0.178
73 C -0.307
74 O 0.122
75 C 0.059
76 C -0.231
77 C -0.356
78 O 0.121
79 O 0.079
80 O 0.086
81 H 0.128
82 H 0.130
83 H 0.053
84 H 0.111


This record from the Open Molecules 2025 dataset describes a 15-piece molecular cluster, BH32O14 overall at a distorted geometry. The level of theory is the ωB97M-V functional and the def2-TZVPD basis.

Output
Highest occupied orbital energy = -6.651 eV
Spin multiplicity = 1
Net charge = -1
Maximum force = 2.984 eV Å⁻¹
Frontier orbital gap = 8.918 eV
Relative energy (zero: lowest compared OMol25 entry of this formula, charge and spin) = 8.97 kcal per mole
E_tot = -29862.138 eV

Structure (XYZ):
```
47
Properties=species:S:1:pos:R:3:forces:R:3
B 0.055 0.473 0.034 -0.194 0.200 0.434
H -0.823 -0.300 -0.357 0.114 -0.066 -0.085
H -0.449 1.226 0.890 0.178 -0.149 -0.516
H 0.945 -0.155 0.596 0.008 -0.114 -0.179
H 0.568 1.093 -0.911 -0.198 0.045 0.058
O -3.238 2.416 2.244 -0.388 0.581 0.009
H -2.873 1.518 2.176 -0.715 0.045 0.262
H -4.198 2.426 2.431 1.059 -0.695 -0.199
O 3.418 -1.239 1.586 1.218 -0.798 1.218
H 4.300 -1.559 1.941 -1.618 0.896 -1.204
H 3.494 -0.748 0.767 0.519 0.015 -0.176
O -0.145 -0.581 -3.156 0.165 -0.158 -2.655
H -0.298 0.212 -3.691 -0.054 -0.554 -0.355
H -0.248 -0.189 -2.326 -0.255 0.641 2.903
O -2.937 0.653 -2.321 0.912 1.412 -0.491
H -2.910 0.344 -1.428 -0.174 -0.731 1.029
H -2.293 1.412 -2.216 -1.022 -0.826 -0.447
O -1.418 2.972 -2.144 1.052 0.392 -0.774
H -1.808 3.721 -2.613 -0.219 -0.068 0.156
H -0.578 2.830 -2.634 -0.562 -0.098 0.584
O -2.382 -0.593 2.440 0.027 0.857 -0.278
H -1.710 -0.455 1.736 -0.358 -0.655 0.593
H -2.556 -1.527 2.582 0.466 -0.060 -0.526
O 0.333 4.120 0.186 -0.168 2.040 -1.800
H -0.191 3.825 -0.565 -0.405 0.068 0.015
H 0.424 3.336 0.665 0.550 -2.126 1.685
O 1.156 -3.317 1.120 -0.963 0.117 0.574
H 0.569 -2.739 1.667 0.742 -0.731 -0.356
H 1.602 -2.685 0.552 0.310 0.081 -0.342
O -1.876 -3.488 0.903 -1.805 -1.052 1.275
H -1.363 -3.176 0.176 0.846 0.211 -1.100
H -2.503 -4.154 0.551 0.757 0.778 0.235
O 1.783 -2.103 -1.435 -0.234 -0.454 0.032
H 1.050 -2.740 -1.554 0.606 0.090 -0.084
H 1.241 -1.343 -1.206 0.213 0.635 0.147
O 3.029 2.973 -1.053 0.813 0.335 0.182
H 3.165 2.179 -1.560 -0.243 -0.383 -0.388
H 2.144 3.297 -1.217 -0.536 0.035 0.116
O -0.727 -3.175 -1.606 -0.904 -1.138 -0.746
H -0.987 -4.028 -1.999 0.595 0.027 0.502
H -1.369 -2.628 -2.065 0.119 1.090 -0.106
O 2.223 2.238 1.529 0.384 0.098 -0.045
H 2.525 2.213 0.605 0.016 0.348 0.248
H 1.702 1.439 1.598 -0.411 -0.375 0.168
O 0.993 -1.307 3.002 -0.534 -0.228 1.633
H 1.621 -1.048 2.337 0.709 0.172 -0.457
H 1.538 -1.641 3.743 -0.421 0.253 -0.751
```
Forces are in eV/Å.

List of Löwdin charges in e, atom by atom:
1 B -0.385
2 H -0.016
3 H 0.003
4 H -0.034
5 H -0.014
6 O -0.087
7 H -0.004
8 H 0.033
9 O -0.064
10 H 0.089
11 H 0.042
12 O -0.053
13 H 0.041
14 H -0.091
15 O -0.093
16 H 0.001
17 H 0.001
18 O -0.048
19 H 0.073
20 H 0.075
21 O -0.079
22 H 0.001
23 H 0.021
24 O -0.041
25 H -0.005
26 H -0.041
27 O -0.097
28 H 0.021
29 H -0.027
30 O -0.063
31 H -0.038
32 H 0.046
33 O -0.090
34 H 0.008
35 H -0.032
36 O -0.043
37 H 0.042
38 H 0.016
39 O -0.046
40 H 0.087
41 H 0.064
42 O -0.082
43 H -0.012
44 H -0.027
45 O -0.073
46 H -0.041
47 H 0.060


This record from the Open Molecules 2025 dataset describes C30H26CeCl3N5O6S4 as an isolated structure at a distorted geometry. The level of theory is the ωB97M-V functional and the def2-TZVPD basis.

Output
Highest occupied orbital energy (spin up / spin down) = -7.646 / -7.636 eV
Spin multiplicity = 1
Net charge = 0
Maximum force = 1.107 eV Å⁻¹
Frontier orbital gap (spin up / spin down) = 6.709 / 5.779 eV
Relative energy (zero: lowest compared OMol25 entry of this formula, charge and spin) = 0.00 kcal per mole
E_tot = -145108.787 eV

Structure (XYZ):
```
75
Properties=species:S:1:pos:R:3:forces:R:3
Ce -2.622 -1.024 -0.592 -0.565 -0.277 0.579
O -2.291 -0.830 -7.120 0.008 -0.005 0.017
C -2.372 -0.808 -5.776 0.047 -0.059 -0.079
C -3.169 0.100 -5.084 0.024 0.025 0.284
C -3.183 0.022 -3.704 -0.133 0.159 -0.465
N -2.469 -0.874 -3.042 -0.144 -0.020 -0.044
C -1.723 -1.753 -3.699 0.025 -0.254 -0.515
C -1.630 -1.762 -5.074 0.016 0.157 0.214
C -1.080 -2.765 -2.774 -0.101 0.222 0.307
O -0.036 -3.302 -3.070 -0.074 -0.223 0.092
O -1.765 -2.864 -1.665 0.275 0.100 -0.168
C -4.038 0.896 -2.812 0.098 0.171 0.299
O -4.558 1.901 -3.244 -0.086 -0.057 0.009
O -4.081 0.450 -1.589 0.182 -0.107 -0.094
H -2.853 -0.148 -7.507 -0.002 0.000 0.043
H -3.779 0.847 -5.572 -0.012 0.016 -0.051
H -1.014 -2.490 -5.580 0.012 -0.017 -0.044
S -5.595 -0.938 3.262 -0.204 -0.019 0.382
C -4.465 -1.125 2.129 0.432 0.088 -1.016
S -4.633 -2.237 0.746 0.305 0.225 0.248
S -2.978 -0.183 2.012 -0.318 -0.267 -0.034
N -1.456 1.213 -0.551 0.058 0.171 -0.038
C -2.064 2.056 -0.018 0.030 -0.431 -0.212
N -2.757 2.985 0.549 0.145 0.346 0.145
C -4.220 3.085 0.346 0.176 -0.134 0.081
C -4.598 4.552 0.278 -0.119 -0.016 -0.112
C -4.086 5.314 1.496 -0.060 0.061 0.070
C -2.578 5.147 1.651 0.122 0.038 0.047
C -2.210 3.676 1.731 -0.141 -0.206 -0.033
H -4.689 2.584 1.202 -0.051 0.029 -0.049
H -4.471 2.529 -0.554 -0.073 0.073 -0.029
H -5.685 4.622 0.204 0.005 0.017 0.020
H -4.188 4.985 -0.638 0.014 -0.008 0.004
H -4.585 4.937 2.395 0.005 -0.013 0.008
H -4.342 6.372 1.417 0.012 -0.016 -0.018
H -2.217 5.649 2.551 -0.037 0.004 -0.006
H -2.064 5.598 0.797 -0.004 -0.011 0.012
H -2.650 3.205 2.617 0.040 0.050 0.018
H -1.135 3.506 1.754 -0.001 0.079 0.006
Cl 2.752 -1.148 6.610 -0.002 0.004 -0.010
C 3.050 -1.427 4.925 -0.012 0.001 0.089
C 2.715 -0.453 4.000 0.047 -0.082 0.036
C 2.972 -0.698 2.662 0.059 -0.029 -0.091
C 3.545 -1.888 2.221 -0.179 -0.032 0.118
C 3.752 -2.080 0.737 0.311 0.044 0.013
C 2.836 -3.129 0.103 -0.119 -0.100 0.043
N 1.448 -2.817 0.397 -0.020 0.110 -0.031
C 0.641 -3.434 1.320 -0.066 -0.021 0.013
C -0.526 -2.735 1.336 0.122 -0.010 0.005
N -0.433 -1.689 0.444 0.059 0.090 0.126
C 0.765 -1.770 -0.095 -0.020 -0.043 -0.060
O 5.109 -2.404 0.475 -0.199 0.025 -0.037
C 5.661 -1.734 -0.650 0.105 -0.058 -0.038
C 5.574 -0.241 -0.538 0.035 0.162 0.034
C 6.126 0.500 0.469 0.086 -0.248 0.092
Cl 7.070 -0.086 1.777 -0.047 -0.012 -0.072
S 5.785 2.167 0.344 -0.033 0.140 0.005
C 4.881 1.914 -1.083 -0.045 -0.150 -0.120
C 4.852 0.599 -1.434 0.022 0.129 0.053
C 3.853 -2.840 3.189 0.123 -0.266 -0.194
Cl 4.544 -4.380 2.741 -0.058 0.112 0.070
C 3.622 -2.626 4.536 -0.055 0.152 -0.042
H 2.266 0.472 4.329 -0.014 0.035 -0.020
H 2.727 0.058 1.925 -0.030 0.037 0.021
H 3.507 -1.114 0.283 0.013 -0.029 -0.030
H 3.048 -4.122 0.489 0.046 0.007 0.039
H 2.969 -3.155 -0.980 0.040 0.045 0.025
H 0.972 -4.301 1.863 -0.010 -0.020 0.036
H -1.424 -2.912 1.907 0.037 0.026 0.033
H 1.162 -1.121 -0.858 -0.026 0.024 -0.013
H 5.175 -2.056 -1.580 -0.012 0.021 0.037
H 6.700 -2.065 -0.690 -0.035 0.021 0.010
H 4.421 2.741 -1.597 -0.007 0.062 0.004
H 4.337 0.227 -2.309 -0.023 -0.020 -0.037
H 3.877 -3.382 5.263 0.005 -0.019 0.015
```
Forces are in eV/Å.

List of Löwdin charges in e, atom by atom:
1 Ce 0.813
2 O 0.096
3 C -0.268
4 C 0.092
5 C -0.143
6 N 0.044
7 C -0.144
8 C 0.102
9 C -0.553
10 O 0.097
11 O -0.171
12 C -0.548
13 O 0.099
14 O -0.191
15 H 0.121
16 H 0.135
17 H 0.140
18 S 0.555
19 C -1.736
20 S 0.511
21 S 0.526
22 N 0.115
23 C -0.288
24 N -0.060
25 C -0.107
26 C -0.169
27 C -0.199
28 C -0.180
29 C -0.128
30 H 0.136
31 H 0.109
32 H 0.120
33 H 0.122
34 H 0.119
35 H 0.111
36 H 0.115
37 H 0.119
38 H 0.129
39 H 0.130
40 Cl 0.684
41 C -0.657
42 C -0.085
43 C -0.011
44 C -0.181
45 C -0.299
46 C -0.052
47 N -0.041
48 C -0.011
49 C -0.101
50 N -0.063
51 C -0.129
52 O -0.126
53 C -0.150
54 C -0.337
55 C -0.976
56 Cl 0.686
57 S 1.009
58 C -0.409
59 C -0.149
60 C -0.558
61 Cl 0.743
62 C -0.123
63 H 0.109
64 H 0.124
65 H 0.129
66 H 0.108
67 H 0.142
68 H 0.132
69 H 0.111
70 H 0.156
71 H 0.129
72 H 0.135
73 H 0.067
74 H 0.115
75 H 0.107


Q: Which formula does entry 2 have?
A: BH32O14